1) Density functional theory data (the ωB97M-V functional and the def2-TZVPD basis) for H3O2PS in the gas phase.

HOMO level: -9.06 eV
Frontier orbital gap: 9.716 eV

Structure (ORCA input):
```
! RIJCOSX wB97M-V def2-TZVPD def2/J DEFGRID3
* xyz 0 1
O -0.63 0.52 1.36
P 0.41 0.75 0.02
O -0.76 1.05 -1.00
S 0.79 -1.31 -0.47
H -0.19 0.34 2.28
H -1.53 1.21 -0.46
H 2.12 -1.52 -0.52
*
```



2) Density functional theory data (the ωB97M-V functional and the def2-TZVPD basis) for H3O2PS in the gas phase.

HOMO level: -9.33 eV
Frontier orbital gap: 9.750 eV

Structure (ORCA input):
```
! RIJCOSX wB97M-V def2-TZVPD def2/J DEFGRID3
* xyz 0 1
O 0.35 1.18 -0.50
P -0.16 0.19 0.76
O 0.63 -1.37 0.53
S -1.85 -0.63 -0.29
H 1.11 1.77 -0.17
H 1.41 -1.34 1.08
H -1.48 0.19 -1.41
*
```



Which of them is the most stable? Correct choice: 1).



1) Density functional theory data (the ωB97M-V functional and the def2-TZVPD basis) for a molecular structure, C2H5N3O2.

HOMO level: -9.30 eV
Frontier orbital gap: 9.199 eV

Structure (ORCA input):
```
! RIJCOSX wB97M-V def2-TZVPD def2/J DEFGRID3
* xyz 0 1
C 0.46 -0.24 0.08
C 0.95 1.10 0.43
N -1.65 0.77 -0.29
N -1.77 -1.85 0.33
N -0.98 -0.29 -0.11
O 1.15 -1.26 0.04
O -2.84 0.97 -0.28
H 1.97 1.17 0.19
H 0.95 1.06 1.49
H 0.30 1.78 -0.08
H -0.84 -2.14 0.70
H -1.74 -2.27 -0.64
*
```



2) Density functional theory data (the ωB97M-V functional and the def2-TZVPD basis) for a molecular structure, C2H5N3O2.

HOMO level: -7.57 eV
Frontier orbital gap: 7.833 eV

Structure (ORCA input):
```
! RIJCOSX wB97M-V def2-TZVPD def2/J DEFGRID3
* xyz 0 1
C 0.10 0.53 -0.09
C -0.76 -0.66 -0.01
H 2.89 -0.29 0.39
H 1.39 -1.73 -0.05
H -1.46 1.74 0.46
H 0.00 2.67 -0.40
H -2.41 -1.47 -0.35
N 2.00 -0.68 0.24
N 1.37 0.45 -0.11
N -0.63 1.67 -0.10
O -2.15 -0.44 0.27
O -0.32 -1.78 -0.25
*
```



3) Density functional theory data (the ωB97M-V functional and the def2-TZVPD basis) for 2 unconnected molecules or ions with the total composition C2H5N3O2.

HOMO level: -9.26 eV
Frontier orbital gap: 10.226 eV

Structure (ORCA input):
```
! RIJCOSX wB97M-V def2-TZVPD def2/J DEFGRID3
* xyz 0 1
C 0.66 -0.96 -0.03
C -0.46 0.09 0.04
N 1.73 -0.73 0.56
N -1.29 -1.73 -0.87
N -0.08 1.46 -0.13
O 0.13 -2.02 -0.68
O -1.35 -0.32 -0.99
H -1.15 -0.40 1.27
H 2.47 -1.38 0.54
H -1.80 -1.98 -1.75
H 0.72 1.69 0.53
H -0.97 1.97 -0.30
*
```



4) Density functional theory data (the ωB97M-V functional and the def2-TZVPD basis) for C2H5N3O2 in the gas phase.

HOMO level: -9.89 eV
Frontier orbital gap: 10.484 eV

Structure (ORCA input):
```
! RIJCOSX wB97M-V def2-TZVPD def2/J DEFGRID3
* xyz 0 1
H 2.28 1.07 1.00
N 1.30 1.11 0.75
C 1.06 0.12 0.03
N 1.86 -0.96 -0.27
O -0.20 0.14 -0.58
C -1.40 -0.37 0.13
N -2.47 0.20 -0.46
O -1.38 -0.89 1.19
H 1.79 -1.54 -1.12
H 2.80 -0.65 -0.16
H -3.19 0.47 0.34
H -2.45 1.30 -0.86
*
```



Which of them is the most stable? Correct choice: 4).



1) Density functional theory data (the ωB97M-V functional and the def2-TZVPD basis) for a molecular structure, CH2O4S.

HOMO level: -11.47 eV
Frontier orbital gap: 11.052 eV

Structure (ORCA input):
```
! RIJCOSX wB97M-V def2-TZVPD def2/J DEFGRID3
* xyz 0 1
C -0.95 0.65 -0.01
O 1.12 -1.55 -1.07
O 2.07 -0.01 0.57
O 0.17 0.89 -0.69
O -0.30 -0.80 0.85
S 0.94 -0.51 -0.12
H -1.29 1.40 0.81
H -1.75 -0.06 -0.35
*
```



2) Density functional theory data (the ωB97M-V functional and the def2-TZVPD basis) for CH2O4S in the gas phase.

HOMO level: -11.86 eV
Frontier orbital gap: 11.963 eV

Structure (ORCA input):
```
! RIJCOSX wB97M-V def2-TZVPD def2/J DEFGRID3
* xyz 0 1
O -2.50 0.72 -0.17
C -1.51 0.16 -0.27
O -0.44 0.22 0.72
S 1.09 -0.08 0.28
O 1.03 -1.21 -0.60
O 1.70 1.09 -0.27
H -0.96 -0.26 -1.17
H 1.59 -0.64 1.49
*
```



Which of them is the most stable? Correct choice: 2).